Entry from the OMol25 dataset: a structure of composition C28H36AlP2Si at a distorted geometry (wB97M-V/def2-TZVPD).

Geometry as XYZ:
```
68
Properties=species:S:1:pos:R:3:forces:R:3
C 0.5905 2.5328 1.0777 0.3 0.3 0.1
C 1.1969 2.3106 -0.1710 -0.7 0.2 -0.5
C 0.1869 1.8870 -1.1056 0.2 1.0 0.5
H 2.2353 2.5333 -0.4260 -0.4 -0.3 0.1
C -1.0911 1.8421 -0.3522 0.6 1.3 0.5
C -0.7856 2.2913 0.9823 -0.3 -0.2 -1.0
H -1.5272 2.5088 1.7552 0.3 -0.4 -0.3
H 1.0979 2.9353 1.9645 -0.2 -0.4 -0.5
H 0.2542 1.9712 -2.1956 0.0 -0.3 0.5
H -2.0817 1.8595 -0.8152 0.4 -0.2 0.2
Al -0.1468 -0.0388 -0.4784 -1.0 -1.7 0.0
C -0.5934 -1.3865 -2.0350 0.6 1.8 4.7
H -1.3151 -0.7098 -2.5130 0.7 -0.6 -0.4
H -1.0290 -2.3460 -1.7536 0.2 0.2 -0.2
H 0.4920 -1.4451 -2.2582 -1.3 -0.1 -0.5
Si 0.1635 -0.5274 -4.5604 -0.7 -2.9 -1.5
C 1.5527 -1.0299 -5.6968 0.7 0.0 -0.2
C 2.5318 -0.0719 -6.0250 0.1 -0.8 -0.3
H 2.4637 0.9265 -5.6014 0.1 0.0 -0.1
C 3.5862 -0.3966 -6.8893 0.0 0.2 0.0
H 4.3379 0.3610 -7.1310 -0.3 -0.3 0.1
C 3.6854 -1.6758 -7.4410 -0.4 0.1 0.3
H 4.5094 -1.9241 -8.1084 -0.2 0.1 0.2
C 2.7179 -2.6352 -7.1202 -0.1 0.0 0.0
H 2.7904 -3.6370 -7.5499 0.0 0.3 0.1
C 1.6591 -2.3232 -6.2582 0.4 0.6 0.0
H 0.9108 -3.0761 -6.0159 0.1 0.1 -0.1
C -1.2453 0.0527 -5.6150 -0.8 0.2 -0.3
C -1.0920 0.3315 -6.9860 -0.3 0.5 0.1
H -0.2192 -0.0388 -7.5316 -0.1 0.3 0.3
C -2.0429 1.1148 -7.6576 -0.2 -0.2 0.2
H -1.8863 1.3858 -8.7049 -0.1 -0.1 0.3
C -3.1899 1.5615 -6.9856 0.3 -0.2 0.0
H -3.8983 2.2266 -7.4858 0.2 -0.3 0.1
C -3.4292 1.1379 -5.6738 0.1 -0.3 0.0
H -4.3472 1.4268 -5.1660 0.1 -0.1 -0.1
C -2.4843 0.3483 -5.0079 0.2 0.5 -0.4
H -2.6968 -0.0257 -3.9988 0.1 0.4 -0.3
H 0.6629 0.5781 -3.7325 0.0 0.0 0.4
H -0.3884 -1.8472 -3.7882 1.1 1.5 -2.8
C 2.2784 -2.5263 -0.0926 0.1 0.0 -0.1
P 1.6821 -1.0128 0.7331 0.7 -0.4 0.9
C 3.1847 -0.0537 1.0341 0.3 0.2 0.0
C 1.2068 -1.6107 2.4139 -0.7 0.1 -0.1
C 2.1552 -2.0375 3.3472 -0.2 -0.1 0.2
C 1.7434 -2.5017 4.6041 0.0 0.1 -0.3
C 0.3842 -2.5485 4.9215 -0.2 0.1 -0.2
C -0.5761 -2.1258 3.9901 0.4 -0.1 0.1
C -0.1719 -1.6561 2.7368 0.4 0.2 -0.3
P -1.3661 -1.0934 1.4385 0.0 -0.4 1.0
C -2.5822 -0.1434 2.3956 -0.2 0.3 0.1
C -2.2717 -2.6239 1.0217 0.0 -0.3 -0.2
H 2.5014 -2.3027 -1.1451 0.0 -0.2 0.3
H 1.5169 -3.3124 -0.0360 0.1 0.2 -0.1
H 3.1942 -2.8674 0.4120 -0.3 0.0 -0.2
H 3.0057 0.6939 1.8190 0.0 -0.2 -0.3
H 3.9976 -0.7218 1.3429 -0.1 0.2 -0.1
H 3.4657 0.4663 0.1112 0.1 -0.1 0.2
H 3.2180 -2.0062 3.1046 -0.3 0.0 0.1
H 2.4932 -2.8270 5.3311 -0.3 0.1 -0.3
H 0.0624 -2.9133 5.9006 0.1 0.1 -0.4
H -1.6350 -2.1684 4.2523 0.3 0.0 -0.1
H -2.0740 0.5451 3.0812 -0.1 -0.2 -0.2
H -3.2015 0.4437 1.7033 0.1 -0.2 0.2
H -3.2243 -0.8232 2.9687 0.1 0.2 -0.1
H -2.2784 -2.7612 -0.0664 -0.1 0.0 0.3
H -3.3014 -2.5422 1.3837 0.2 -0.1 -0.1
H -1.7869 -3.4913 1.4934 -0.2 0.3 -0.2
```
Forces are in eV/Å.

Charge: +1
LUMO energy in eV: -2.65
Energy above the lowest of the compared OMol25 structures with the same formula, charge and spin in kcal/mol: 0.0

Entry from the OMol25 dataset: a structure of composition C28H36AsFeN3OS6Se (wB97M-V/def2-TZVPD).

Geometry as XYZ:
```
77
Properties=species:S:1:pos:R:3:forces:R:3
Fe 0.3065 -0.0215 -0.1095 0.3 0.1 -0.4
C -0.9326 -0.8418 3.2830 -0.1 0.0 0.2
C -1.3961 0.3801 3.7860 0.3 -0.1 -0.1
C -2.6940 0.5551 4.3206 0.0 0.1 0.1
C -3.0724 1.7592 4.8672 0.1 -0.1 0.0
C -2.1703 2.8277 4.8886 0.0 0.2 0.1
C -0.8911 2.6897 4.3432 0.1 0.0 0.0
C -0.5141 1.4895 3.7961 0.0 0.1 0.0
C -2.5539 4.0849 5.4614 0.0 -0.3 -0.2
N -2.8542 5.0958 5.9121 -0.1 0.3 0.1
H -1.5305 -1.7398 3.3280 -0.1 0.0 0.0
H 0.1034 -0.9348 2.9836 0.0 -0.1 -0.1
H -3.3837 -0.2752 4.3181 -0.1 -0.1 0.0
H -4.0561 1.8954 5.2896 -0.1 0.0 0.0
H -0.2062 3.5271 4.3648 0.0 0.0 0.0
H 0.4796 1.3786 3.3780 0.0 0.0 0.0
C -1.0087 -3.6221 0.8870 0.0 -0.1 0.0
As -1.3232 -1.9761 -0.0884 0.0 0.0 -0.2
C -1.7172 -2.7179 -1.8428 -0.1 -0.1 0.0
C -3.1056 -1.4346 0.4397 0.0 0.0 0.0
H -1.9635 -4.1352 1.0185 0.1 0.0 0.0
H -0.5532 -3.4324 1.8560 0.0 0.0 0.0
H -0.3384 -4.2480 0.2962 0.0 0.0 0.1
H -2.4036 -3.5578 -1.7219 0.0 0.0 -0.1
H -0.8036 -3.0612 -2.3244 0.0 0.0 0.0
H -2.1824 -1.9553 -2.4664 0.0 0.0 0.0
H -3.7385 -2.3185 0.5199 0.0 0.1 0.0
H -3.4935 -0.7664 -0.3286 0.0 0.0 0.0
H -3.0724 -0.8878 1.3796 0.0 0.0 0.0
C 4.8225 -2.1688 0.7515 0.0 0.0 0.1
N 4.7475 -0.9121 0.0243 0.0 0.1 0.0
C 5.6828 -0.4624 -0.8782 -0.1 0.2 -0.1
C 5.2466 0.7331 -1.3374 0.1 -0.2 0.0
N 4.0513 0.9956 -0.7112 0.1 -0.1 0.0
C 3.2575 2.2009 -0.8818 -0.1 0.0 0.1
C 3.7549 -0.0145 0.1189 -0.3 0.0 0.0
Se 2.3002 -0.1012 1.2965 0.2 -0.1 0.3
H 5.8389 -2.5424 0.6638 0.0 -0.1 0.0
H 4.1210 -2.8859 0.3271 0.0 0.0 0.1
H 4.5798 -1.9952 1.7987 0.0 -0.1 -0.1
H 6.5651 -1.0251 -1.1062 0.1 -0.1 0.0
H 5.6796 1.4165 -2.0395 0.1 0.1 -0.1
H 3.6745 2.7543 -1.7198 0.0 0.1 0.0
H 3.2998 2.8041 0.0234 0.0 0.0 0.0
H 2.2251 1.9191 -1.0927 0.2 0.1 0.0
C -2.7050 5.6462 -2.8618 0.0 0.1 0.0
C -1.9895 4.3385 -3.0095 0.0 0.0 0.0
C -0.6204 4.2454 -2.7630 0.0 0.0 0.0
C 0.0391 3.0368 -2.8669 -0.1 -0.1 -0.1
C -0.6809 1.9042 -3.2262 0.1 0.2 -0.1
C -2.0417 1.9695 -3.4854 0.0 0.1 0.0
C -2.6853 3.1908 -3.3825 0.0 0.0 0.0
S 0.0729 0.3156 -3.2708 -0.1 -0.2 0.0
C 1.2264 0.5017 -4.6130 0.0 0.1 0.0
O 1.0043 0.2097 -2.0539 0.0 0.0 0.1
H -2.0317 6.4303 -2.5239 0.0 0.0 0.0
H -3.5151 5.5604 -2.1370 0.0 0.0 0.0
H -3.1456 5.9573 -3.8087 0.0 0.0 0.0
H -0.0726 5.1290 -2.4643 0.0 0.0 0.0
H 1.0913 2.9669 -2.6303 0.1 0.0 0.0
H -2.5952 1.0774 -3.7445 0.0 -0.1 0.0
H -3.7482 3.2493 -3.5741 -0.1 0.0 0.0
H 1.8703 1.3566 -4.4158 0.0 0.0 0.0
H 0.6567 0.6561 -5.5250 0.0 0.0 -0.1
H 1.8043 -0.4157 -4.6779 0.0 -0.1 0.0
C -4.3584 3.7140 0.3171 0.0 0.1 -0.1
S -3.4640 3.3275 1.8413 -0.1 0.2 0.0
C -1.8716 3.9186 1.4108 0.2 -0.2 -0.2
C -0.9531 3.1720 0.7628 0.0 -0.2 0.0
S -1.2620 1.5600 0.1756 -0.6 0.1 0.2
S 0.5981 3.9131 0.5263 0.0 0.1 0.0
C 0.2378 5.4688 1.2233 0.0 0.0 0.0
S 1.3150 6.6954 1.2560 0.0 0.0 0.0
S -1.3678 5.5295 1.8704 0.0 0.1 0.0
H -5.3298 3.2320 0.3896 -0.1 0.0 0.0
H -3.8204 3.3069 -0.5384 0.0 0.0 0.0
H -4.5056 4.7867 0.2034 0.0 0.0 0.0
```
Forces are in eV/Å.

Charge: +1
LUMO energy (alpha / beta) in eV: -2.28 / -3.31
Energy above the lowest of the compared OMol25 structures with the same formula, charge and spin in kcal/mol: 0.0
2S+1: 6
⟨S²⟩: 8.814

Entry from the OMol25 dataset: a cluster of 3 separate species, C28H36BrN3O6S3 in total at a distorted geometry (wB97M-V/def2-TZVPD).

Geometry as XYZ:
```
77
Properties=species:S:1:pos:R:3:forces:R:3
C -3.6267 -2.3022 -2.6610 -0.3 0.3 0.3
C -2.2865 -2.0764 -1.7440 -1.0 1.0 0.4
N -1.1403 -3.0188 -2.0377 0.2 -0.2 -1.2
C -1.5149 -4.4750 -1.8715 -0.3 -1.7 -0.6
C -0.1953 -5.4620 -1.8694 0.2 0.0 0.5
C -0.4610 -2.7302 -3.3581 -1.7 0.1 -0.9
S -1.0740 -3.1282 -4.9085 1.3 0.5 3.2
S 1.2208 -1.8938 -3.2964 -0.4 0.2 0.1
C 1.0822 -0.0271 -3.3641 -1.9 2.2 0.1
C 1.1543 0.7307 -1.9121 0.0 0.9 -0.4
C 2.2783 0.1422 -0.8740 -0.7 0.5 1.4
C 1.4461 -0.2848 0.5078 -1.4 -0.3 2.7
C 0.7213 1.0000 1.2953 -0.9 -3.8 1.9
C -0.1723 0.7206 2.6415 2.1 -2.3 -2.5
C -0.3324 -0.8477 3.1998 1.6 1.2 -3.1
C 0.3824 -2.1152 2.4412 -0.1 4.1 -1.4
C 1.2853 -1.8179 1.0664 -1.3 2.7 1.5
N 1.9213 -2.9999 0.3688 -0.5 1.9 0.9
S -1.4408 -1.0103 4.7478 -0.4 1.5 -2.1
C -2.8237 0.2561 4.3800 -1.5 2.2 -1.2
C -4.4134 -0.0276 4.7309 1.3 4.3 -2.4
Br -4.9934 -1.7267 5.6343 0.8 2.1 -1.1
C -5.5510 1.1214 4.3255 4.1 0.5 -0.9
C -5.0621 2.5160 3.5711 2.6 -3.0 1.3
C -3.4473 2.7962 3.2455 -1.5 -3.1 1.5
C -2.2894 1.6591 3.6428 -4.0 0.1 0.4
N -0.8223 1.8869 3.3529 -2.1 -2.8 -0.8
H -4.4657 -1.6058 -2.2214 1.6 -1.4 -0.8
H -4.0064 -3.4268 -2.5635 0.9 2.5 -0.4
H -3.4770 -1.9712 -3.7868 -0.2 -1.0 2.4
H -2.6213 -2.2191 -0.6147 1.0 0.1 -2.3
H -1.9219 -0.9423 -1.8200 -0.6 -2.5 0.0
H -2.2202 -4.8215 -2.7693 1.4 0.7 1.9
H -2.0910 -4.7012 -0.8563 1.2 1.1 -2.2
H 0.7973 -4.8354 -2.0002 -2.0 -1.3 0.1
H -0.2747 -6.3018 -2.6872 0.2 1.8 1.5
H -0.1050 -5.9953 -0.8198 -0.2 1.1 -2.2
H 1.8528 0.5024 -4.0829 -1.4 -1.8 1.4
H -0.0006 0.2103 -3.8074 2.4 -0.5 0.8
H 0.0708 0.8119 -1.4176 2.5 -0.5 -1.0
H 1.4629 1.8627 -2.1318 -0.7 -2.4 0.3
H 3.0105 1.0383 -0.5870 -1.6 -2.1 -0.5
H 2.9463 -0.7207 -1.2967 -1.6 1.5 0.8
H 0.8271 2.1196 0.9124 -0.2 -2.7 0.8
H 0.2197 -3.2172 2.8485 0.4 2.7 -1.0
H 1.8969 -2.8879 -0.6683 0.1 0.1 1.2
H 2.8893 -3.1919 0.7173 -1.3 0.5 -0.5
H -6.6782 0.8801 4.5559 2.6 0.6 -0.5
H -5.8956 3.3140 3.2650 2.2 -2.0 0.8
H -3.1780 3.8296 2.7147 -0.5 -2.7 1.3
H -0.6318 2.8049 2.8949 -0.3 -1.1 0.4
C -0.2177 6.4132 7.5728 -0.1 0.3 0.5
C -0.7910 6.1149 6.1977 0.1 0.5 1.1
C -1.3647 4.7393 6.0344 -0.8 -0.4 0.5
O -1.2257 4.5125 4.6413 0.8 0.6 -0.7
C -0.1566 5.2606 4.2334 1.0 0.0 -1.5
O 0.3796 5.1651 3.1445 -1.2 0.0 2.0
O 0.2344 6.1274 5.2153 -0.1 -0.8 -1.3
H 0.8198 6.7588 7.5130 -0.2 -0.1 -0.1
H -0.8038 7.1995 8.0619 0.2 -0.1 -0.1
H -0.2495 5.5420 8.2347 0.1 0.0 -0.2
H -1.5209 6.8860 5.9220 0.0 -0.2 -0.1
H -2.4186 4.6861 6.3261 0.2 -0.1 -0.2
H -0.8079 3.9587 6.5644 0.0 0.2 0.1
C 5.4256 -2.6030 -7.5946 0.1 -0.5 -0.3
C 4.7603 -2.0487 -6.3461 0.4 -0.8 -0.7
C 3.4674 -1.3273 -6.5832 -0.9 -0.4 -0.3
O 3.4118 -0.4293 -5.4868 0.9 0.4 0.4
C 4.7068 -0.1755 -5.1299 0.8 1.6 1.4
O 5.0530 0.7006 -4.3585 -0.8 -1.8 -1.6
O 5.5631 -1.0342 -5.7605 -0.5 1.0 0.8
H 6.4589 -2.2536 -7.6922 -0.2 0.0 0.1
H 5.4456 -3.6979 -7.5551 0.1 0.2 0.0
H 4.8864 -2.3328 -8.5081 0.1 0.1 0.1
H 4.6409 -2.8453 -5.6014 -0.1 0.2 0.0
H 2.6029 -1.9989 -6.5704 0.1 0.2 0.1
H 3.4486 -0.7390 -7.5073 0.2 -0.2 0.0
```
Forces are in eV/Å.

LUMO energy in eV: -1.03
Structure (SMILES): CCN(CC)C(=S)SCCCc1cc2c(cc1N)Sc1c(Br)cccc1N2.C[C@@H]1COC(=O)O1.C[C@@H]1COC(=O)O1